2 unconnected molecules or ions with the total composition C25H46N5O3S2 in a non-equilibrium geometry. Source: the OMol25 dataset; level of theory: the ωB97M-V functional and the def2-TZVPD basis.

```
81
Properties=species:S:1:pos:R:3:forces:R:3:lowdin_charge:R:1
C -3.867207 3.254118 -4.478187 -1.267 -0.458 0.350 -0.08
C -4.349068 2.554249 -3.051557 2.449 0.533 -0.346 -0.25
O -5.746693 2.095754 -3.053639 1.001 -3.191 1.185 -0.12
C -5.819552 0.602750 -2.934157 1.707 -3.265 -4.939 -0.25
O -5.364575 -0.143548 -3.943988 -2.441 4.744 6.291 -0.01
C -6.500278 -0.112283 -1.611082 -0.793 1.686 -0.267 -0.08
C -5.730686 0.465363 -0.285265 -1.012 0.404 0.420 -0.18
C -4.960274 -0.653345 0.626029 -1.291 0.089 -0.155 -0.15
C -3.679747 -1.386456 -0.078243 0.042 -1.308 0.387 -0.31
C -4.213514 -2.616057 -1.079723 -3.160 -6.104 -4.959 -0.08
N -4.671719 -3.582372 -1.834267 4.341 9.009 7.065 0.11
C -2.826584 -2.183275 1.119801 -0.869 -0.431 0.261 -0.15
C -2.202842 -1.179717 2.254626 1.058 -0.300 1.126 -0.23
C -0.533173 -1.092239 2.209336 -0.889 -1.375 -2.093 -0.48
S 0.171029 -0.070173 3.609343 0.533 0.279 -0.651 0.79
C 1.618107 0.987247 3.077133 2.273 0.149 -0.651 -0.95
S 3.154796 0.598553 3.780902 -3.139 0.776 -1.152 0.52
N 1.604144 2.146626 2.113075 -1.457 -1.558 1.202 -0.28
C 0.841323 3.345305 2.617890 -0.724 1.592 -0.083 -0.23
C -0.784869 3.167373 2.699107 -0.823 -0.061 0.963 -0.14
C 1.247676 1.753593 0.700657 1.242 0.200 -1.937 -0.24
C 2.421109 2.441552 -0.273063 0.427 -0.088 0.375 -0.11
C -2.742670 -0.427647 -1.017859 2.168 0.568 0.611 -0.23
C -2.329967 1.018551 -0.331093 -2.815 9.360 1.175 -0.05
N -2.383134 2.301310 -0.034268 0.876 -11.938 -2.681 0.13
N -1.414295 -1.182349 -1.205256 -1.276 -0.283 -5.057 0.02
C -1.002735 -1.132410 -2.514003 0.099 -0.474 1.673 -0.25
C -0.740305 -2.593698 -3.283916 0.822 0.523 1.345 -0.05
C -0.703518 0.249736 -3.358371 -0.354 -0.373 -0.829 -0.04
H -3.814585 4.419739 -4.310458 0.053 -2.449 -0.609 0.08
H -2.841910 2.786640 -4.833930 -2.150 1.158 0.732 0.08
H -4.728196 2.988424 -5.258467 2.083 0.694 1.552 0.10
H -3.627122 1.650555 -2.874632 -1.528 1.593 -0.246 0.07
H -4.109316 3.335573 -2.181557 -1.096 -1.826 -1.692 0.13
H -6.584057 -1.276758 -1.676670 0.643 2.335 -0.276 0.12
H -7.623278 0.291668 -1.576066 2.466 -0.791 -0.159 0.14
H -5.076423 1.372317 -0.631885 -0.982 -1.838 0.926 0.10
H -6.580757 0.932401 0.411757 2.012 -1.018 -1.429 0.13
H -5.769322 -1.493661 0.880076 1.878 1.705 -0.599 0.15
H -4.722775 -0.137726 1.668133 0.005 -1.185 -2.360 0.13
H -2.047051 -2.954024 0.678949 -1.511 1.963 0.794 0.13
H -3.646659 -2.851018 1.670119 1.684 1.487 -1.260 0.13
H -2.596708 -0.078325 2.221003 0.572 -2.185 -0.022 0.09
H -2.461038 -1.657624 3.314946 0.388 1.246 -2.258 0.13
H -0.098942 -2.198150 2.307468 -0.888 2.458 -0.102 0.10
H -0.266572 -0.725967 1.130968 -0.287 -0.470 2.170 0.05
H 1.252007 3.712618 3.670004 -0.700 -1.088 -2.294 0.14
H 1.059225 4.240027 1.861703 -0.260 -2.050 1.540 0.14
H -1.389209 4.002634 2.134433 1.426 -1.623 1.023 0.08
H -1.113754 3.222759 3.839692 0.658 -0.145 -2.411 0.09
H -1.171685 2.130999 2.304591 0.985 2.101 0.677 0.03
H 0.231784 2.173506 0.300702 1.635 -1.137 1.164 0.09
H 1.362973 0.588530 0.526973 -0.538 2.439 0.630 0.12
H 3.329806 2.682150 0.442475 -1.845 -0.386 -1.523 0.08
H 2.041969 3.452966 -0.767717 0.876 -2.301 0.953 0.08
H 2.827328 1.669766 -1.086747 -1.117 1.809 1.592 0.07
H -3.209004 -0.338363 -2.087137 0.431 0.616 2.313 0.14
H -1.018908 -2.521647 -4.418150 0.685 0.013 2.242 0.09
H 0.394155 -2.919581 -3.111166 -2.381 0.734 -0.701 0.09
H -1.401151 -3.391754 -2.739310 1.185 1.699 -1.108 0.08
H -1.651014 0.930278 -3.449897 1.681 -1.274 0.286 0.06
H -0.380802 -0.040891 -4.464269 -0.707 0.605 2.433 0.10
H 0.164307 0.908955 -2.887951 -1.902 -1.677 -0.670 0.10
C 8.048553 -2.567434 2.653383 0.312 0.040 0.273 -0.03
C 6.915974 -1.551496 2.625748 -0.004 -1.006 0.087 -0.31
C 5.809218 -1.901632 1.617528 -0.192 0.998 -0.365 -0.16
O 6.257278 -1.617582 0.286335 -0.317 -0.473 0.760 -0.19
C 6.765837 -2.753004 -0.413289 0.331 0.052 -0.460 -0.07
N 7.488295 -0.229471 2.212310 -0.071 0.637 -0.308 0.22
H 8.664869 -2.530330 1.751335 -0.160 -0.035 -0.019 0.08
H 8.710199 -2.372245 3.503411 -0.048 -0.090 -0.067 0.09
H 7.658441 -3.583739 2.761610 0.020 0.229 -0.010 0.11
H 6.498539 -1.427440 3.629678 -0.038 0.030 -0.189 0.16
H 4.953744 -1.240160 1.797846 0.027 -0.057 -0.044 0.11
H 5.447262 -2.929943 1.731817 0.317 0.140 0.058 0.14
H 6.338892 -3.695190 -0.056994 0.001 0.175 0.039 0.10
H 7.853613 -2.776074 -0.317563 -0.015 -0.239 -0.046 0.08
H 6.524408 -2.635777 -1.472184 -0.035 0.034 0.175 0.10
H 8.378482 -0.003773 2.671331 -0.284 -0.138 -0.017 0.18
H 6.826611 0.536906 2.379382 0.054 -0.057 0.096 0.18
H 7.635689 -0.255143 1.190372 -0.079 -0.157 0.104 0.17
```
Positions in Å, forces in eV/Å.

Calculated values
HOMO-LUMO gap	7.245	eV
E_tot	-61911.992	eV
LUMO	-0.118	hartree
total charge	+1
HOMO energy	-10.47	eV



A molecular structure, C25H47Cl3MoO2P2 in a non-equilibrium geometry. Source: the OMol25 dataset; level of theory: the ωB97M-V functional and the def2-TZVPD basis.

```
80
Properties=species:S:1:pos:R:3:forces:R:3:lowdin_spin:R:1
Mo -0.257370 0.558521 0.189440 2.454 -6.775 0.864 1.79
Cl -2.398681 -0.466438 -0.244202 0.908 0.920 0.227 0.03
P -0.826953 2.643527 0.737351 -0.682 1.828 0.259 0.08
C -2.188447 2.376796 1.940313 -0.486 0.484 0.402 0.01
C 0.467222 3.754537 1.406285 0.190 0.536 0.073 0.01
C -1.579292 3.228864 -0.821143 -0.202 0.602 0.021 0.03
C -2.057352 1.099123 2.792166 0.234 -0.052 0.418 0.00
H -3.104370 2.266232 1.337233 0.337 0.079 -0.103 0.00
C -2.346545 3.630927 2.817578 -0.190 0.011 0.257 0.00
H -1.512586 3.727758 3.521223 -0.163 -0.016 -0.098 0.00
H -3.269899 3.546860 3.405359 0.215 -0.028 -0.080 0.00
H -2.417784 4.555181 2.234079 0.040 -0.162 0.094 0.00
H -2.286626 0.188332 2.220027 0.058 0.351 0.237 0.00
H -2.796981 1.171898 3.607761 0.222 -0.123 -0.288 0.00
H -1.077152 0.955926 3.285713 -0.304 0.150 -0.166 0.00
H -2.409402 2.531814 -1.032768 0.295 0.181 0.363 0.00
C -0.617516 3.181744 -2.023698 0.288 0.000 -0.473 0.01
C -2.148714 4.628844 -0.558169 -0.267 0.257 -0.445 0.01
H -3.006059 4.590148 0.120154 0.127 0.037 -0.081 0.00
H -2.493852 5.068061 -1.503605 0.037 -0.038 0.210 0.00
H -1.394660 5.305869 -0.132607 -0.150 -0.152 -0.143 0.00
H 0.278183 2.554150 -1.863763 -0.371 0.461 -0.015 0.00
H -0.288513 4.197508 -2.303542 -0.110 -0.442 0.080 0.00
H -1.140714 2.729199 -2.883927 0.189 0.329 0.272 0.00
C 1.185009 3.070666 2.581304 0.088 -0.323 0.224 0.00
H -0.046798 4.660941 1.771001 0.095 -0.294 -0.092 0.00
C 1.481436 4.172213 0.324280 -0.004 -0.110 -0.011 0.00
H 0.532339 2.873602 3.440354 0.089 0.040 -0.187 0.00
H 2.017736 3.698701 2.930466 -0.281 -0.093 -0.144 0.00
H 1.617659 2.099593 2.290749 -0.080 0.266 -0.008 0.00
H 1.989910 3.301633 -0.099386 -0.074 0.082 0.077 0.00
H 2.248980 4.807518 0.777808 -0.158 -0.070 0.025 0.00
H 1.027745 4.730998 -0.495186 -0.035 0.000 0.083 0.00
Cl 2.051874 0.633059 -0.493916 -1.575 0.517 0.521 0.02
H -0.420813 0.621368 -1.358103 -0.152 0.330 -1.465 -0.01
P 0.251546 -2.838106 -0.956408 0.029 3.093 1.269 -0.01
C -0.871951 -3.113773 -2.399034 0.276 -0.573 0.230 0.00
C 2.026868 -3.223934 -1.354009 -0.519 -1.012 -0.108 0.00
C -0.415337 -3.739422 0.519102 -0.365 -0.543 -0.682 0.00
C -0.969171 -1.840212 -3.252341 -0.075 0.048 -0.020 0.00
H -1.862607 -3.308099 -1.956894 0.254 0.067 0.005 0.00
C -0.447693 -4.343217 -3.195378 -0.247 -0.233 -0.584 0.00
H 0.480846 -4.158168 -3.744614 -0.042 -0.052 0.118 0.00
H -1.209888 -4.587170 -3.945615 0.084 0.010 0.020 0.00
H -0.311320 -5.237250 -2.576716 0.015 0.248 -0.053 0.00
H -1.477804 -1.051132 -2.681974 0.145 -0.233 -0.250 0.00
H -1.545695 -2.039990 -4.170525 0.179 0.064 0.242 0.00
H 0.022315 -1.456648 -3.531980 -0.296 -0.158 0.002 0.00
H -1.465705 -3.369888 0.528353 0.500 -0.269 -0.147 0.00
C 0.203984 -3.335201 1.862483 0.143 0.527 0.051 0.00
C -0.397211 -5.246472 0.260909 -0.303 -0.381 0.393 0.00
H -1.116328 -5.547159 -0.505160 0.093 0.079 -0.040 0.00
H -0.655119 -5.812032 1.162353 -0.008 0.069 0.012 0.00
H 0.594902 -5.585636 -0.048538 0.005 0.034 0.017 0.00
H 0.706308 -2.349294 1.817337 -0.177 -0.786 0.046 0.00
H 0.909377 -4.089362 2.248737 -0.208 0.261 -0.212 0.00
H -0.595154 -3.192827 2.608869 0.290 -0.256 -0.185 0.00
C 2.479291 -2.335571 -2.517655 0.180 0.115 0.227 0.00
H 2.086294 -4.285997 -1.648478 0.187 0.218 0.010 0.00
C 2.902119 -2.985510 -0.112809 -0.102 0.218 -0.231 0.00
H 1.906280 -2.478218 -3.435585 0.008 -0.026 0.133 0.00
H 3.528927 -2.544481 -2.749773 -0.069 -0.004 0.032 0.00
H 2.408672 -1.287147 -2.203970 -0.015 -0.201 -0.248 0.00
H 2.808575 -1.935829 0.193190 0.010 -0.266 0.116 0.00
H 3.951721 -3.166857 -0.364352 -0.072 -0.013 -0.034 0.00
H 2.642844 -3.629366 0.728889 -0.045 0.085 -0.091 0.00
Cl 7.146411 0.157987 5.264881 0.688 0.044 0.162 0.00
C 5.487546 -0.001843 4.885922 -1.790 -0.107 -0.088 0.00
C 4.520433 0.074543 5.915455 0.253 -0.094 -0.571 0.00
C 3.164947 -0.040603 5.600776 0.506 0.040 -0.630 0.00
C 2.750637 -0.206714 4.262533 0.502 -0.001 0.349 0.00
C 3.720471 -0.290955 3.251993 0.175 0.051 0.593 0.00
C 5.087045 -0.197401 3.559659 -0.246 0.066 0.218 0.00
C 1.262433 -0.243833 3.926825 -0.425 0.462 0.565 0.00
O 0.477530 0.158474 4.843557 0.910 -0.814 -2.245 0.00
O 1.025089 -0.653462 2.724531 -0.784 1.443 0.683 0.01
H 4.843652 0.230032 6.945775 -0.068 -0.082 -0.305 0.00
H 2.418670 0.011608 6.384010 -0.017 0.036 -0.130 0.00
H 3.398814 -0.423978 2.221240 0.028 -0.001 0.211 0.00
H 5.834879 -0.267575 2.768861 -0.171 0.046 0.249 0.00
```
Positions in Å, forces in eV/Å.

Calculated values
HOMO-LUMO gap (alpha / beta)	5.137 / 5.808	eV
spin multiplicity	3
E_tot	-88782.762	eV
LUMO (alpha / beta)	-0.089 / -0.065	hartree
total charge	0
HOMO energy (alpha / beta)	-7.56 / -7.58	eV